(1)
The following is a DFT calculation (ωB97M-V/def2-TZVPD) of a cluster of 2 separate species, C7H14N2S in total.

Geometry as XYZ:
```
24
Properties=species:S:1:pos:R:3
S -0.996 -3.213 0.990
N 1.776 1.621 -2.552
N -0.199 2.338 -3.324
C 0.779 1.183 -1.703
C -1.323 -2.294 3.553
C 1.796 1.174 0.607
C -1.588 -1.869 2.091
C -0.546 1.527 -2.162
C 1.186 2.322 -3.537
C 1.165 0.376 -0.588
H -0.811 2.808 -3.936
H 2.161 0.590 1.448
H -1.458 1.554 -1.671
H 1.190 1.979 0.966
H -1.828 -3.708 0.082
H 2.623 1.759 0.164
H 1.548 2.783 -4.389
H -1.934 -1.836 4.314
H -2.737 -1.891 1.762
H -1.351 -3.426 3.656
H -0.374 -2.121 4.112
H 0.342 -0.416 -0.415
H 1.961 -0.348 -1.075
H -1.380 -0.892 1.606
```

Net charge   0
Relative energy (zero: lowest compared OMol25 entry of this formula, charge and spin)   269.0 kJ/mol
SMILES   CCc1c[nH]cn1.CCS
HOMO   -8.43 eV
Frontier orbital gap   9.20 eV

(2)
The following is a DFT calculation (ωB97M-V/def2-TZVPD) of the ion CHN2OS with charge -1.

Geometry as XYZ:
```
6
Properties=species:S:1:pos:R:3
S -1.302 0.694 0.521
O 0.086 -1.736 0.111
N 1.915 0.854 -0.606
N 0.042 -0.305 0.572
C 1.058 0.287 -0.021
H -1.799 0.207 -0.577
```

Net charge   -1
Multiplicity   3
Relative energy (zero: lowest compared OMol25 entry of this formula, charge and spin)   358.3 kJ/mol
HOMO (spin up / spin down)   -0.14 / -4.67 eV
Frontier orbital gap (spin up / spin down)   4.22 / 7.81 eV
Expectation value of S²   2.0172

(3)
The following is a DFT calculation (ωB97M-V/def2-TZVPD) of a cluster of 3 separate species, C3H11NO4 in total.

Geometry as XYZ:
```
19
Properties=species:S:1:pos:R:3
O 0.703 0.901 -0.947
O 1.840 -0.491 -2.591
O 2.370 0.852 1.579
O -1.344 0.601 -1.884
N -1.299 -1.823 0.948
C -0.493 0.669 -0.785
C -0.821 -0.439 1.345
C -1.202 0.720 0.509
H -2.043 -1.682 0.298
H -1.856 -2.244 1.658
H -1.186 -0.262 2.359
H 2.348 0.486 0.669
H 2.894 1.644 1.409
H -2.309 0.708 0.283
H 2.547 -1.082 -2.714
H -1.000 0.184 -2.715
H -1.189 1.640 0.944
H 1.802 0.010 -1.865
H 0.236 -0.392 1.501
```

Net charge   +1
Multiplicity   2
Relative energy (zero: lowest compared OMol25 entry of this formula, charge and spin)   280.1 kJ/mol
HOMO (spin up / spin down)   -14.22 / -14.22 eV
Frontier orbital gap (spin up / spin down)   10.32 / 4.25 eV
Expectation value of S²   0.7543

(4)
The following is a DFT calculation (ωB97M-V/def2-TZVPD) of a cluster of 12 separate species, C78H180N12O12 in total.

Geometry as XYZ:
```
282
Properties=species:S:1:pos:R:3
O -5.464 -5.739 3.075
O 0.313 0.875 1.436
O 4.351 4.057 1.793
O -6.468 0.110 -2.243
O 0.812 0.560 8.989
O 6.218 3.579 0.060
O -1.149 8.033 -3.897
O -4.099 -7.081 -2.229
O -1.705 -1.036 -7.354
O -3.965 2.675 -5.159
O 3.405 -0.283 -4.354
O 2.949 -6.845 3.663
N 3.425 -5.644 2.947
N -5.386 -6.293 0.228
N 1.911 6.201 3.144
N -2.816 -0.795 -6.449
N -4.645 -4.593 3.269
N 1.857 3.051 -4.570
N 0.548 0.423 7.595
N 0.833 5.882 -4.258
N -1.887 4.205 -4.360
N 0.876 -0.168 0.631
N -5.722 2.238 -0.623
N 6.393 4.698 -0.815
C 1.174 2.813 6.954
C 1.838 -1.830 7.559
C 4.643 -0.935 -4.333
C -2.239 -0.942 -5.031
C -1.404 -0.139 -0.593
C 7.923 6.434 -1.574
C 5.172 -3.955 2.753
C 6.084 4.262 -2.254
C 7.751 5.282 -0.558
C -3.438 -4.992 -0.312
C 3.480 1.134 -4.570
C -3.395 -0.687 -4.088
C 5.175 4.643 2.848
C 0.929 4.176 2.443
C 1.268 -1.381 -1.900
C 2.328 -4.645 3.010
C -4.508 -1.673 -4.307
C -3.562 -2.623 5.073
C 6.328 5.414 -3.254
C 1.328 0.929 5.251
C -3.896 3.155 -3.851
C 0.277 -2.002 -0.873
C -3.972 -1.743 -6.847
C 7.791 5.833 0.840
C -7.414 -0.652 -2.873
C 1.377 1.525 -1.201
C -2.457 3.835 -1.940
C -5.469 0.834 -0.170
C -4.861 -5.292 -0.799
C -0.307 -0.963 0.080
C -5.435 0.755 1.299
C 3.008 0.953 0.673
C 2.813 -3.321 2.418
C -0.657 -1.701 8.090
C 3.238 4.874 1.522
C -4.915 -8.266 -2.272
C -5.422 -3.409 3.463
C 9.003 4.372 -0.751
C 1.250 5.793 -1.949
C 0.169 -1.099 5.789
C 4.765 -5.161 5.035
C 0.542 -1.020 7.254
C -6.476 -3.553 4.564
C -6.038 -2.917 2.110
C 4.138 -2.871 2.952
C -2.539 3.300 -3.420
C 7.688 6.000 -3.068
C -2.789 -6.036 3.423
C -3.635 -5.016 4.217
C 6.742 3.012 -2.814
C 5.682 -6.269 3.017
C -3.647 -3.186 -6.992
C 1.196 -0.503 4.899
C -5.036 -1.476 -5.742
C -4.461 -2.292 3.897
C -2.478 7.572 -3.704
C -4.504 -1.229 -8.198
C 1.161 -5.114 2.105
C -1.557 -2.251 -4.608
C 1.888 0.435 -0.264
C 4.747 -5.252 3.497
C 2.415 -0.622 -1.163
C -4.848 -5.840 -2.245
C -4.107 -5.693 5.499
C -5.180 2.936 -5.803
C 1.696 -4.313 4.397
C -0.969 -1.661 1.283
C -0.316 7.624 -2.831
C 1.455 1.257 6.758
C 1.983 1.507 -6.539
C 0.213 6.180 -2.945
C 4.525 4.021 -2.201
C -1.173 0.134 -4.923
C -6.413 -0.175 -0.879
C 2.208 4.866 2.769
C 2.086 1.628 -5.047
C 2.994 1.196 7.043
C -2.721 -3.765 4.626
H -1.997 -4.100 5.439
H -4.350 4.127 -3.798
H 1.055 5.946 -0.869
H -7.406 -0.189 -0.470
H 0.363 -4.425 1.976
H -6.399 0.541 1.709
H 6.344 2.832 -3.804
H 4.266 1.368 -5.304
H -0.766 -0.574 5.563
H -4.858 -6.505 5.297
H 4.267 -4.288 5.468
H -7.262 -1.743 -2.813
H 9.885 4.769 -0.217
H 0.772 2.214 -0.655
H -4.477 2.455 -3.181
H -4.704 -5.053 6.218
H 4.216 4.838 -1.567
H -5.358 -1.748 -8.637
H 3.747 1.630 -3.645
H 5.798 -5.309 5.414
H 4.125 4.113 -3.240
H 8.770 3.360 -0.418
H 8.995 6.682 -1.490
H -2.160 -3.108 -4.501
H -5.963 -8.133 -2.660
H -4.848 -0.202 -8.146
H 4.348 3.047 -1.689
H -2.109 -3.543 3.750
H 0.145 3.044 6.751
H -3.499 -4.483 0.661
H 0.713 -0.625 -2.441
H -4.569 -3.708 -7.100
H -5.867 -6.054 -2.547
H 2.635 1.726 1.409
H -1.930 0.350 0.195
H 3.536 5.936 1.300
H 2.169 -3.390 4.735
H 3.345 0.116 6.858
H -3.200 -6.077 6.013
H -3.056 -3.381 -7.879
H -2.063 -0.851 -1.083
H -4.737 -0.039 1.643
H 2.766 6.692 3.442
H -0.508 -2.542 -1.404
H 0.062 -2.195 5.520
H 1.462 3.137 7.959
H 0.630 -4.090 4.161
H 1.572 -5.351 1.089
H 1.114 3.085 2.163
H -3.793 -2.084 3.052
H 7.822 6.984 -3.593
H -3.146 8.033 -4.417
H -5.964 -2.008 -6.012
H -1.413 4.154 -1.843
H 9.266 4.274 -1.811
H 3.049 -1.337 -0.699
H 7.904 5.096 1.579
H -0.389 -0.146 -5.662
H 1.327 0.894 -4.568
H 2.540 -1.531 6.776
H -6.387 2.664 -0.028
H 5.552 -6.559 2.011
H 0.436 1.492 4.855
H -2.045 3.800 -5.273
H 1.774 3.344 6.218
H -5.473 -5.921 2.107
H -5.077 1.644 1.754
H 2.184 6.443 -2.008
H -2.829 7.811 -2.681
H -5.203 -2.622 1.486
H 4.621 -2.069 2.394
H 0.458 4.644 1.561
H -7.250 -4.327 4.333
H -8.401 -0.330 -2.521
H -1.546 1.079 -5.172
H -1.193 -2.050 -3.599
H -3.708 -1.248 -8.931
H -0.124 -2.056 1.951
H -4.348 -5.137 -2.936
H -0.771 0.149 -3.931
H 2.784 1.960 -7.100
H 3.138 -0.113 -1.902
H 1.649 -2.136 -2.560
H 5.979 3.924 3.033
H -3.351 -6.918 3.172
H 6.793 2.150 -2.171
H -2.904 -5.921 -0.098
H 5.586 5.606 2.518
H -5.003 -1.312 4.024
H -4.036 -2.882 6.068
H -0.850 -2.754 7.820
H -2.633 3.009 -1.198
H 1.848 0.486 -6.882
H 1.785 0.526 9.177
H 4.591 4.766 3.773
H 2.696 4.309 3.550
H 8.477 5.305 -3.311
H 8.593 6.558 0.919
H 5.098 -0.866 -5.350
H 3.056 -3.581 1.383
H 4.269 -6.122 5.417
H 5.313 -4.212 1.701
H -1.610 -2.536 1.010
H -2.083 2.327 -3.437
H -2.925 -1.761 5.367
H 0.514 8.339 -2.829
H -2.574 6.485 -3.809
H -5.607 -4.438 -0.869
H 2.151 1.491 4.762
H 2.840 4.429 0.575
H -5.306 -1.515 -3.612
H 1.282 6.223 3.912
H -5.924 -3.880 5.450
H -0.593 -2.524 -5.113
H 0.911 1.096 -2.087
H 6.889 6.438 1.063
H 1.820 6.065 -4.223
H -3.837 0.317 -4.146
H -4.506 0.582 -0.616
H 1.160 3.674 -5.007
H 6.095 -3.652 3.198
H 5.355 -0.465 -3.662
H -0.730 5.605 -2.975
H 6.034 5.072 -4.253
H 1.643 -2.875 7.491
H 3.352 1.412 8.020
H 0.985 1.984 -6.812
H 5.390 3.772 0.554
H 5.539 6.112 -3.044
H -6.575 -3.671 1.601
H -7.415 -0.423 -3.947
H -6.944 -2.658 4.850
H -5.007 2.672 -6.846
H 3.531 1.932 6.437
H -1.918 -6.332 3.986
H 0.836 -0.648 3.882
H 7.174 7.185 -1.270
H -4.946 -8.779 -1.279
H -2.497 -5.562 2.483
H 4.510 -1.961 -4.048
H 0.780 -6.018 2.523
H -6.264 -6.743 -0.022
H -0.876 4.060 -4.188
H 3.162 -7.531 3.038
H 0.633 0.628 2.302
H 3.347 0.132 1.285
H -4.786 -7.119 0.178
H 2.312 2.060 -1.392
H 4.098 -2.517 4.026
H 1.742 3.063 -3.537
H -1.654 -1.254 7.943
H -5.222 -0.415 -5.889
H -5.991 -1.171 -0.704
H -1.600 -1.038 1.949
H 0.296 6.341 -4.992
H 7.785 3.180 -3.001
H -5.516 3.990 -5.752
H 1.598 4.721 -2.018
H 2.316 -1.595 8.520
H 2.178 -1.053 4.956
H -2.936 -4.288 -0.985
H -6.599 -2.022 2.409
H 3.914 1.391 0.135
H 1.981 -2.594 2.546
H -4.143 -2.710 -4.198
H -4.480 -9.016 -2.952
H -5.954 2.208 -5.462
H -0.928 0.587 -1.270
H -3.053 4.752 -1.797
H 6.730 -5.995 3.158
H -3.151 -3.541 -6.110
H 0.804 -2.747 -0.277
H -0.440 -1.640 9.163
H -1.642 -0.209 -7.827
H -6.015 2.246 -1.560
H -2.965 -0.801 -3.028
H 1.864 -5.038 5.193
H 0.333 4.129 3.379
H -0.846 7.761 -1.869
H 5.587 -7.222 3.570
```

Net charge   0
Relative energy (zero: lowest compared OMol25 entry of this formula, charge and spin)   199.4 kJ/mol
SMILES   CC1(C)CCCC(C)(C)N1O.CC1(C)CCCC(C)(C)N1O.CC1(C)CCCC(C)(C)N1O.CC1(C)CCCC(C)(C)N1O.CC1(C)CCCC(C)(C)N1O.CC1(C)CCCC(C)(C)N1O.COC[C@H](C)N.COC[C@H](C)N.COC[C@H](C)N.COC[C@H](C)N.COC[C@H](C)N.COC[C@H](C)N
HOMO   -8.11 eV
Frontier orbital gap   8.54 eV

(5)
The following is a DFT calculation (ωB97M-V/def2-TZVPD) of a cluster of 3 separate species, C12H19ClN2O3P in total.

Geometry as XYZ:
```
38
Properties=species:S:1:pos:R:3
Cl 0.752 1.630 -2.282
P 3.480 0.906 0.418
O 1.929 0.014 0.731
O -0.423 -0.516 -1.488
O 3.758 -0.285 -0.930
N -2.999 0.354 -2.511
N -0.731 -0.484 5.439
C 0.076 0.027 3.432
C 1.815 -0.924 -2.235
C 0.617 -0.098 -1.907
C -4.279 0.794 -2.353
C -0.968 0.853 5.255
C 2.776 -1.240 -1.038
C -2.808 -0.048 -3.798
C -3.984 0.135 -4.481
C 2.041 -1.296 0.292
C -4.924 0.672 -3.559
C -0.482 1.196 4.022
C -0.094 -0.989 4.333
H 1.047 -1.739 0.157
H -1.853 -0.427 -4.120
H 0.558 -0.046 2.467
H -4.151 -0.089 -5.522
H 1.408 -1.868 -2.606
H -5.949 0.939 -3.757
H 2.418 -0.437 -2.999
H -0.511 2.180 3.584
H 3.218 -2.217 -1.286
H 3.181 1.813 1.493
H 0.188 -2.027 4.282
H -0.979 -1.009 6.255
H -4.626 1.158 -1.401
H 2.788 1.729 -0.532
H 4.121 -0.034 1.314
H -1.457 1.440 6.014
H 4.737 1.540 0.105
H -2.287 0.318 -1.797
H 2.595 -1.922 1.009
```

Net charge   -1
HOMO   -4.35 eV
Frontier orbital gap   7.31 eV

(6)
The following is a DFT calculation (ωB97M-V/def2-TZVPD) of a cluster of 6 separate species, C20H56N4O6 in total.

Geometry as XYZ:
```
86
Properties=species:S:1:pos:R:3
O -9.865 -14.507 8.850
O -13.688 -15.588 3.489
O -7.700 -17.997 -2.854
O -18.975 -13.514 0.872
O -11.046 -13.315 -2.922
O -16.367 -16.989 5.500
N -7.924 -12.383 7.827
N -11.795 -16.786 -3.753
N -18.644 -15.955 7.433
N -16.207 -15.707 2.132
C -10.259 -12.579 -2.017
C -13.143 -15.307 -2.445
C -9.058 -17.674 -0.936
C -18.684 -17.177 6.663
C -20.182 -17.404 6.426
C -16.888 -14.443 1.835
C -9.238 -12.669 7.271
C -20.319 -13.736 0.452
C -18.331 -14.727 1.262
C -17.833 -17.145 5.313
C -15.650 -18.139 4.974
C -12.102 -15.399 -3.519
C -10.133 -13.198 8.338
C -15.983 -13.609 0.923
C -10.861 -15.013 9.709
C -9.005 -13.540 5.988
C -12.581 -14.970 2.893
C -7.936 -17.067 -1.867
C -10.770 -14.687 -3.106
C -12.111 -15.926 1.766
H -20.301 -18.342 5.885
H -9.973 -13.824 5.575
H -9.896 -17.919 -1.590
H -7.046 -16.735 -1.332
H -8.298 -14.359 6.118
H -14.581 -17.932 5.018
H -14.310 -15.534 2.760
H -7.439 -12.053 7.005
H -16.826 -16.048 2.853
H -18.228 -18.044 4.839
H -17.667 -15.702 7.447
H -11.120 -13.162 7.878
H -9.325 -17.046 -0.086
H -10.849 -14.395 10.606
H -8.336 -16.177 -2.352
H -10.125 -12.440 9.121
H -11.668 -17.116 -2.807
H -20.607 -16.524 5.944
H -8.874 -18.625 -0.436
H -10.877 -11.952 -1.374
H -16.557 -12.828 0.425
H -11.842 -14.701 3.647
H -19.029 -15.166 6.932
H -20.374 -14.539 -0.283
H -18.232 -16.267 4.806
H -9.426 -13.055 -1.499
H -10.581 -15.100 -2.115
H -9.734 -11.788 -2.552
H -12.842 -15.909 0.957
H -11.223 -15.473 1.327
H -15.527 -14.295 0.209
H -14.095 -15.688 -2.815
H -7.957 -11.561 8.412
H -20.731 -12.855 -0.040
H -10.635 -16.058 9.921
H -12.937 -15.879 -1.540
H -15.098 -13.196 1.408
H -13.302 -14.272 -2.144
H -18.889 -15.406 1.907
H -9.681 -11.724 6.955
H -15.979 -18.366 3.960
H -11.880 -16.930 2.121
H -20.698 -17.442 7.386
H -8.632 -12.935 5.161
H -12.608 -17.320 -4.022
H -13.005 -14.069 2.451
H -16.257 -16.408 1.406
H -10.148 -14.816 -3.991
H -18.260 -15.340 0.364
H -11.893 -14.827 9.412
H -7.148 -17.629 -3.547
H -16.987 -13.930 2.792
H -20.891 -13.959 1.353
H -18.208 -17.947 7.270
H -12.570 -14.887 -4.359
H -15.778 -19.057 5.548
```

Net charge   +1
Multiplicity   2
Relative energy (zero: lowest compared OMol25 entry of this formula, charge and spin)   0.4 kJ/mol
HOMO (spin up / spin down)   -10.74 / -10.74 eV
Frontier orbital gap (spin up / spin down)   7.91 / 1.89 eV
Expectation value of S²   0.7563

(7)
The following is a DFT calculation (ωB97M-V/def2-TZVPD) of the molecule C3H6N4O.

Geometry as XYZ:
```
14
Properties=species:S:1:pos:R:3
O -1.702 -0.780 1.549
N 0.873 -1.804 0.343
N -0.259 1.216 -0.957
N 1.909 0.184 -1.287
N 0.382 -0.461 0.409
C 0.764 0.332 -0.722
C -0.930 -0.119 0.847
C -1.270 1.201 0.128
H 0.019 -2.446 0.234
H 2.284 -0.631 -0.761
H 1.572 -2.082 1.312
H -0.075 2.075 -1.686
H -2.320 1.157 -0.237
H -1.247 2.157 0.828
```

Net charge   0
Relative energy (zero: lowest compared OMol25 entry of this formula, charge and spin)   238.2 kJ/mol
SMILES   [H]/N=C1/NCC(=O)N1N
HOMO   -9.17 eV
Frontier orbital gap   9.81 eV

(8)
The following is a DFT calculation (ωB97M-V/def2-TZVPD) of the molecule CH3BrO.

Geometry as XYZ:
```
6
Properties=species:S:1:pos:R:3
Br -2.186 0.995 0.538
O -0.122 -1.082 -0.010
C -0.224 0.241 -0.119
H 0.439 0.861 0.480
H 0.035 -1.375 0.900
H -0.280 0.535 -1.163
```

Net charge   0
Relative energy (zero: lowest compared OMol25 entry of this formula, charge and spin)   1.9 kJ/mol
SMILES   OCBr
HOMO   -9.96 eV
Frontier orbital gap   10.42 eV

| no. | largest force on an atom (eV Å⁻¹) |
| --- | --- |
| 1 | 6.74 |
| 2 | 5.69 |
| 3 | 5.96 |
| 4 | 3.37 |
| 5 | 0.37 |
| 6 | 4.11 |
| 7 | 5.05 |
| 8 | 1.82 |